{
  "formula": "C14H50N8O11",
  "method": "ωB97M-V with the def2-TZVPD basis set",
  "homo_ha": -0.3313,
  "relative_energy_kj_mol": 609.4,
  "orbital_gap_ev": 9.14,
  "spin_multiplicity": 1,
  "symbols": ["C", "C", "O", "H", "H", "H", "H", "H", "H", "C", "C", "O", "H", "H", "H", "H", "H", "H", "C", "C", "O", "H", "H", "H", "H", "H", "H", "C", "O", "N", "N", "H", "H", "H", "H", "C", "O", "N", "N", "H", "H", "H", "H", "C", "O", "N", "N", "H", "H", "H", "H", "C", "O", "N", "N", "H", "H", "H", "H", "C", "O", "H", "H", "H", "H", "C", "O", "H", "H", "H", "H", "C", "O", "H", "H", "H", "H", "C", "O", "H", "H", "H", "H"],
  "xyz": [[1.939, -3.513, 1.378], [1.143, -4.265, 2.429], [-0.162, -4.069, 2.202], [1.979, -3.907, 0.399], [2.952, -3.388, 1.893], [1.548, -2.527, 1.245], [1.308, -3.973, 3.477], [1.355, -5.344, 2.434], [-0.308, -3.325, 1.636], [2.848, 2.272, -5.204], [3.050, 1.950, -3.757], [2.533, 2.970, -2.932], [3.513, 1.804, -5.853], [3.047, 3.330, -5.360], [1.821, 2.172, -5.457], [4.189, 1.972, -3.739], [2.663, 0.990, -3.363], [2.993, 3.769, -3.097], [-0.660, -1.125, 4.147], [0.687, -1.489, 4.665], [1.277, -0.581, 5.653], [-0.723, -0.003, 4.349], [-1.347, -1.681, 4.787], [-0.837, -1.394, 3.097], [1.327, -1.550, 3.803], [0.574, -2.476, 5.168], [1.087, -0.904, 6.554], [-0.236, 3.947, -0.834], [-0.535, 4.355, 0.395], [0.473, 2.892, -1.094], [-0.527, 4.572, -1.951], [0.922, 2.568, -0.180], [1.106, 2.775, -1.885], [-1.093, 5.475, -1.799], [0.010, 4.540, -2.815], [3.478, -1.365, -1.274], [3.393, -1.442, -2.646], [2.716, -0.691, -0.529], [4.440, -1.940, -0.589], [1.753, -0.445, -0.954], [2.724, -0.705, 0.508], [5.096, -2.366, -1.198], [4.386, -2.205, 0.374], [-4.134, -2.309, 2.695], [-5.327, -2.078, 3.444], [-3.684, -1.670, 1.617], [-3.283, -3.238, 3.099], [-4.489, -1.141, 1.099], [-2.786, -1.778, 1.141], [-3.543, -3.670, 4.024], [-2.456, -3.599, 2.628], [-0.577, -0.556, -0.556], [-0.686, -1.642, 0.325], [-1.016, 0.633, -0.362], [0.219, -0.624, -1.572], [-1.328, 0.747, 0.594], [-0.558, 1.532, -0.685], [0.621, -1.537, -1.782], [0.247, 0.109, -2.325], [-3.667, 0.068, -2.452], [-3.000, 1.182, -1.997], [-4.371, -0.271, -1.692], [-3.067, -0.828, -2.499], [-4.283, 0.164, -3.330], [-2.250, 0.907, -1.430], [-0.815, 0.561, -4.553], [-0.284, 1.425, -3.512], [-0.055, 0.187, -5.332], [-1.646, 0.981, -5.032], [-1.097, -0.357, -3.978], [-0.682, 2.275, -3.645], [-2.899, 1.640, 1.711], [-2.280, 0.513, 2.260], [-2.021, 2.260, 1.785], [-3.619, 2.221, 2.238], [-3.058, 1.499, 0.638], [-2.815, -0.299, 2.025], [0.823, 1.818, 2.115], [1.655, 2.117, 1.070], [1.297, 1.933, 3.078], [0.486, 0.761, 1.832], [-0.046, 2.503, 2.080], [2.536, 1.895, 1.183]],
  "atomic_forces_ev_per_a": [[2.27, 0.45, 2.84], [1.71, -0.56, 0.36], [-3.98, -0.69, -0.11], [0.22, -1.04, -0.84], [-0.74, -0.16, -1.30], [-0.48, 0.80, 0.23], [0.85, 0.39, -0.29], [0.09, 0.09, -0.34], [-0.05, 0.84, -0.70], [-1.39, 1.31, 0.74], [2.54, -0.28, -0.23], [-0.93, -0.79, 0.61], [0.85, -1.37, -1.07], [0.18, 0.35, 0.19], [-0.94, -0.46, -0.70], [-1.12, -0.49, 1.00], [0.33, 0.47, -0.56], [0.71, 1.19, -0.22], [-0.61, 1.72, 1.21], [0.64, -1.05, 1.28], [-0.57, -0.48, -0.42], [-0.54, -1.44, -0.69], [-0.65, 0.54, -0.28], [0.23, 0.31, 0.36], [1.01, -0.07, 0.05], [0.65, 0.34, -0.58], [0.00, 0.15, -0.84], [-0.58, 2.75, 4.96], [0.52, -1.77, -5.01], [2.39, -3.96, 2.58], [-3.34, 5.26, -1.64], [-0.10, 0.37, -1.57], [-0.44, 0.47, -0.12], [1.37, -2.01, -0.54], [-0.11, -0.33, 0.71], [1.46, -1.55, -7.23], [0.08, 0.44, 6.14], [-6.25, 3.81, 2.30], [2.41, -1.44, -0.51], [2.24, -0.10, 1.18], [0.34, -0.20, -1.35], [0.76, -0.73, 0.03], [-0.09, 0.02, 0.07], [-4.92, -0.09, 4.49], [6.40, -0.82, -4.66], [-3.61, 2.96, -3.04], [-0.18, -2.08, 3.04], [2.34, -1.29, 1.15], [-0.22, -0.68, 0.08], [0.55, 0.64, -1.70], [-0.36, 0.40, 0.05], [0.87, -5.90, 4.72], [-0.25, 4.70, -3.77], [-1.74, 3.29, 2.60], [1.86, -1.47, -4.22], [-0.43, -0.18, 0.31], [0.03, -1.17, -0.50], [-0.41, 0.27, -0.28], [-0.25, -0.71, 1.07], [-1.00, -1.56, 1.50], [0.35, 1.18, -0.67], [-0.64, 0.11, 0.32], [0.81, -0.28, -0.72], [0.29, 0.60, -0.65], [-0.62, 0.15, -0.32], [2.06, -2.28, 1.11], [0.38, -0.86, -1.34], [-0.75, 1.06, 1.18], [-1.21, 0.59, -0.59], [-0.22, 0.58, -0.85], [-0.29, 0.72, 0.28], [2.36, 0.87, -0.88], [-1.11, -1.94, 0.29], [0.00, 1.44, -0.62], [-1.28, -0.47, 0.62], [-0.90, 0.31, 0.19], [0.56, 1.24, 0.94], [-2.06, -1.92, 0.21], [-0.39, 1.77, -1.54], [0.10, -0.36, 0.35], [-0.07, 1.08, 1.63], [0.51, -0.34, -0.06], [2.51, -0.68, 0.55]],
  "lowdin_charge": [-0.078, -0.361, -0.065, 0.071, 0.101, 0.025, 0.096, 0.120, 0.025, -0.078, -0.293, -0.092, 0.061, 0.081, 0.053, 0.134, 0.104, 0.081, -0.102, -0.320, -0.095, 0.105, 0.072, 0.047, 0.086, 0.114, 0.085, -0.657, -0.055, 0.112, 0.150, 0.074, 0.072, 0.159, 0.107, -0.666, -0.129, 0.161, 0.166, 0.085, 0.130, 0.105, 0.092, -0.553, -0.162, 0.115, 0.156, 0.185, 0.089, 0.149, 0.093, -0.558, -0.120, 0.163, 0.160, 0.065, 0.111, 0.142, 0.113, -0.199, -0.128, 0.065, 0.069, 0.078, 0.000, -0.098, -0.166, 0.109, 0.065, 0.076, 0.065, -0.143, -0.176, 0.053, 0.085, 0.076, 0.023, -0.123, -0.109, 0.096, 0.097, 0.078, 0.074]
}